Molecular formula: C22H24BrCrN4O4
Method: DFT, wB97M-V/def2-TZVPD

Structure (XYZ):
```
56
Properties=species:S:1:pos:R:3
C -1.75 -2.79 2.47
H 3.29 2.46 0.92
N 2.07 -0.46 -0.05
H 2.63 2.18 3.08
C -4.90 -0.74 -0.08
C 2.50 -1.59 -0.65
C 3.83 -1.92 -0.75
H 0.57 -0.18 -4.36
O 0.00 -0.44 -1.86
Cr 0.00 -0.28 0.16
H 0.77 2.13 4.64
H -0.65 -4.17 1.22
H -2.22 0.40 -1.71
C 1.01 1.03 2.81
C -0.23 2.92 -3.22
C -0.20 3.55 -4.44
C -2.80 -0.03 -0.92
C 0.09 2.80 -5.58
H -1.08 -2.97 3.32
H -4.81 -1.51 1.92
Br -0.56 5.38 -4.59
C -1.04 -3.15 1.19
C 0.03 0.84 -1.93
C 2.98 0.41 0.43
H -1.68 -3.06 0.32
H 0.81 -2.43 1.54
H 1.73 -2.24 -1.06
C 0.05 1.56 -3.19
H -0.36 0.78 4.41
H 0.11 3.27 -6.55
H 1.65 2.09 0.41
N 0.37 1.49 -5.54
O 0.08 -2.24 0.93
C 4.77 -1.04 -0.23
O -0.01 1.43 -0.78
C -2.89 -0.90 1.23
H -2.94 -1.21 3.32
H -1.38 -0.68 2.72
O 0.30 0.35 2.02
C 0.34 0.88 -4.37
H 5.83 -1.26 -0.29
H -4.60 0.12 -2.04
H -2.58 -3.48 2.57
C 0.66 1.11 4.26
C -2.22 -1.33 2.51
H -5.97 -0.89 -0.19
H -0.46 3.47 -2.31
N 2.10 1.65 2.40
N -2.15 -0.38 0.22
C -4.26 -1.09 1.09
H 4.12 -2.83 -1.25
C -4.15 -0.19 -1.10
H 1.33 0.46 4.84
C 2.49 1.73 0.99
C 4.33 0.14 0.36
H 5.04 0.86 0.74
```

Its expectation value of S² is 3.777. As for the multiplicity: 4. The value obtained for the LUMO energy (spin up / spin down) is -6.09 / -6.30 eV. The total charge is +2.

Löwdin atomic charges, in units of e: atom 1 (C): -0.1339, atom 2 (H): 0.1453, atom 3 (N): 0.0199, atom 4 (H): 0.1726, atom 5 (C): 0.0028, atom 6 (C): -0.0809, atom 7 (C): -0.0012, atom 8 (H): 0.1330, atom 9 (O): -0.0446, atom 10 (Cr): 1.0464, atom 11 (H): 0.1081, atom 12 (H): 0.1410, atom 13 (H): 0.1052, atom 14 (C): -0.4188, atom 15 (C): -0.0326, atom 16 (C): -0.6646, atom 17 (C): -0.0699, atom 18 (C): -0.1256, atom 19 (H): 0.1292, atom 20 (H): 0.1347, atom 21 (Br): 0.8279, atom 22 (C): -0.1453, atom 23 (C): -0.5222, atom 24 (C): -0.2028, atom 25 (H): 0.1333, atom 26 (H): 0.1288, atom 27 (H): 0.1250, atom 28 (C): -0.1244, atom 29 (H): 0.0944, atom 30 (H): 0.1204, atom 31 (H): 0.1145, atom 32 (N): 0.1085, atom 33 (O): -0.1337, atom 34 (C): 0.0062, atom 35 (O): -0.0742, atom 36 (C): -0.2390, atom 37 (H): 0.1320, atom 38 (H): 0.0781, atom 39 (O): -0.0802, atom 40 (C): -0.0501, atom 41 (H): 0.1333, atom 42 (H): 0.1286, atom 43 (H): 0.1371, atom 44 (C): 0.0541, atom 45 (C): -0.1154, atom 46 (H): 0.1321, atom 47 (H): 0.1256, atom 48 (N): 0.1353, atom 49 (N): 0.0535, atom 50 (C): 0.0163, atom 51 (H): 0.1309, atom 52 (C): -0.0080, atom 53 (H): 0.1138, atom 54 (C): -0.0568, atom 55 (C): 0.0220, atom 56 (H): 0.1340

=====

Molecular formula: C22H24Cl3N2OP2RbS
Method: DFT, wB97M-V/def2-TZVPD

Structure (XYZ):
```
56
Properties=species:S:1:pos:R:3
C -3.92 1.89 -2.94
Cl -0.67 -2.76 4.59
C 2.74 1.78 1.65
S -5.88 2.71 -5.20
Cl 0.39 -2.79 -0.74
H -0.38 -5.52 4.07
H 4.15 -0.36 -1.20
H 4.48 0.66 2.23
C -2.94 1.64 -2.00
C 2.38 2.12 4.41
H -1.98 3.57 1.44
C -5.14 1.26 -5.03
C 0.14 -3.62 0.80
H -3.23 -0.81 -4.87
H -5.06 -0.70 -5.66
C -0.24 -4.98 3.15
H 5.25 2.52 0.30
C 3.46 1.39 3.94
N -2.11 0.60 -2.06
H -1.11 3.72 2.96
C -0.33 -3.61 3.12
P 3.05 1.48 -0.15
H 4.17 0.94 4.63
H 4.83 2.50 -1.42
C 0.24 -4.99 0.79
H -1.37 2.12 2.27
H 4.92 -0.08 0.37
C 3.96 -0.10 -0.15
H 0.67 3.25 3.89
C -2.26 -0.23 -3.08
Rb -0.06 0.15 0.05
H -6.14 0.33 -6.53
C 0.05 -5.67 1.98
H 1.75 5.32 0.84
H 3.34 -0.89 0.28
H 2.23 2.25 5.47
H -1.58 -1.08 -3.12
H 0.46 -5.52 -0.13
H -4.57 2.76 -2.86
C 0.79 5.09 1.29
N -5.44 0.22 -5.83
C 1.64 2.52 2.13
H 0.03 5.69 0.80
C -3.22 -0.08 -4.07
C 1.50 2.68 3.51
C -0.14 -2.81 1.95
Cl 0.16 -7.41 2.00
O -0.22 -1.55 1.92
C 3.63 1.23 2.57
H -2.81 2.32 -1.16
P 0.40 3.32 1.02
C -4.08 1.01 -4.01
C -1.15 3.17 2.03
H 4.08 3.68 -0.35
C 4.44 2.65 -0.42
H 0.82 5.35 2.35
```

As for the multiplicity: 1. The value obtained for the energy relative to the best compared isomer or geometry (same formula, charge and spin) is 33.4 kJ/mol. The value obtained for the LUMO energy is -0.87 eV. The total charge is 0.

Löwdin atomic charges, in units of e: atom 1 (C): -0.0275, atom 2 (Cl): 0.6739, atom 3 (C): -0.4125, atom 4 (S): 0.6938, atom 5 (Cl): 0.5720, atom 6 (H): 0.1008, atom 7 (H): 0.0408, atom 8 (H): 0.0908, atom 9 (C): -0.1235, atom 10 (C): -0.0625, atom 11 (H): 0.0328, atom 12 (C): -0.8290, atom 13 (C): -0.5501, atom 14 (H): 0.1086, atom 15 (H): 0.0936, atom 16 (C): -0.1516, atom 17 (H): 0.0441, atom 18 (C): -0.0623, atom 19 (N): -0.0122, atom 20 (H): 0.0327, atom 21 (C): -0.5944, atom 22 (P): 0.8263, atom 23 (H): 0.1091, atom 24 (H): 0.0370, atom 25 (C): -0.1601, atom 26 (H): 0.0415, atom 27 (H): 0.0359, atom 28 (C): -0.2990, atom 29 (H): 0.0907, atom 30 (C): -0.1290, atom 31 (Rb): 0.7556, atom 32 (H): 0.0995, atom 33 (C): -0.6980, atom 34 (H): 0.0327, atom 35 (H): 0.0424, atom 36 (H): 0.1087, atom 37 (H): 0.1094, atom 38 (H): 0.0992, atom 39 (H): 0.0830, atom 40 (C): -0.2886, atom 41 (N): 0.0861, atom 42 (C): -0.4131, atom 43 (H): 0.0376, atom 44 (C): -0.0047, atom 45 (C): -0.0957, atom 46 (C): -0.5630, atom 47 (Cl): 0.6257, atom 48 (O): -0.3345, atom 49 (C): -0.0918, atom 50 (H): 0.1077, atom 51 (P): 0.8240, atom 52 (C): -0.2232, atom 53 (C): -0.2987, atom 54 (H): 0.0309, atom 55 (C): -0.2845, atom 56 (H): 0.0427

=====

Molecular formula: C22H24F3N2
Method: DFT, wB97M-V/def2-TZVPD

Structure (XYZ):
```
51
Properties=species:S:1:pos:R:3
H -2.85 -3.53 2.19
H -2.36 5.54 -1.25
F 6.20 4.13 3.80
H -1.93 -3.09 3.63
C 1.31 -2.43 2.34
C 0.06 -0.36 1.97
F 4.82 7.47 0.74
C -3.09 -1.46 2.76
C -1.04 -2.58 1.71
C -0.26 5.78 -0.76
H 6.54 6.36 2.44
H -3.73 -1.37 1.86
C 4.66 6.23 1.34
H -3.74 -1.57 3.64
H -2.93 0.67 3.15
N 0.05 -1.72 2.22
H 2.82 6.02 0.38
C -2.26 -0.18 2.95
C 2.40 -0.20 2.23
C 0.85 4.08 0.65
H 1.78 5.85 -0.25
H 3.99 2.90 3.14
C 3.49 5.54 1.08
C 5.32 4.58 2.84
H 1.13 -3.35 2.90
N 1.09 0.42 1.92
C 2.00 3.51 1.29
C -0.43 3.44 0.67
H -0.63 -3.58 1.51
C 0.86 5.29 -0.12
C -1.48 5.13 -0.75
F -0.15 7.01 -1.36
H -1.78 -0.15 0.80
C 4.17 3.83 2.61
H 2.86 0.58 2.85
C 2.33 -1.52 2.99
H 2.04 -1.30 4.02
H -1.41 -2.20 0.75
H 3.28 -2.06 3.02
C -1.36 0.17 1.77
H -1.25 1.24 1.73
H -2.50 3.42 0.09
C -2.24 -2.73 2.63
H -1.64 -0.29 3.86
H 1.65 -2.71 1.33
H 2.02 2.43 1.48
H -0.48 2.52 1.26
C 5.64 5.78 2.20
C -1.55 3.95 0.01
C 3.17 4.28 1.66
H 3.06 -0.34 1.34
```

As for the multiplicity: 1. The value obtained for the energy relative to the best compared isomer or geometry (same formula, charge and spin) is 333.5 kJ/mol. The value obtained for the LUMO energy is -6.33 eV. The total charge is +1.

Löwdin atomic charges, in units of e: atom 1 (H): 0.1160, atom 2 (H): 0.1438, atom 3 (F): 0.0631, atom 4 (H): 0.1199, atom 5 (C): -0.1705, atom 6 (C): -0.3149, atom 7 (F): 0.0722, atom 8 (C): -0.2018, atom 9 (C): -0.1581, atom 10 (C): -0.2085, atom 11 (H): 0.1575, atom 12 (H): 0.1183, atom 13 (C): -0.1998, atom 14 (H): 0.1139, atom 15 (H): 0.1127, atom 16 (N): -0.0657, atom 17 (H): 0.0846, atom 18 (C): -0.1833, atom 19 (C): -0.2267, atom 20 (C): -0.1354, atom 21 (H): 0.0892, atom 22 (H): 0.1300, atom 23 (C): 0.0653, atom 24 (C): -0.1982, atom 25 (H): 0.1328, atom 26 (N): 0.0586, atom 27 (C): 0.1980, atom 28 (C): 0.0182, atom 29 (H): 0.1239, atom 30 (C): 0.0779, atom 31 (C): 0.0674, atom 32 (F): 0.0649, atom 33 (H): 0.1284, atom 34 (C): 0.0913, atom 35 (H): 0.0853, atom 36 (C): -0.1686, atom 37 (H): 0.1197, atom 38 (H): 0.1228, atom 39 (H): 0.1205, atom 40 (C): -0.1185, atom 41 (H): 0.0589, atom 42 (H): 0.1255, atom 43 (C): -0.1793, atom 44 (H): 0.1253, atom 45 (H): 0.1357, atom 46 (H): 0.1046, atom 47 (H): 0.0745, atom 48 (C): 0.1343, atom 49 (C): -0.0164, atom 50 (C): -0.1305, atom 51 (H): 0.1210

=====

Molecular formula: C22H24FN5O2S
Method: DFT, wB97M-V/def2-TZVPD

Structure (XYZ):
```
55
Properties=species:S:1:pos:R:3
H 1.30 -1.53 5.32
C -1.55 -0.47 -4.30
C 2.69 -1.83 2.25
H 0.02 1.20 -2.88
H 1.12 0.40 4.08
H 2.76 1.08 2.03
C 1.83 -1.98 4.50
C 1.15 0.47 0.83
C 1.98 -1.25 3.31
H 2.83 -1.29 1.33
C 3.23 -3.10 2.38
O -0.43 3.22 -5.52
C -0.60 1.74 -3.59
N -0.09 -0.06 0.62
C 1.68 0.92 2.15
H 0.99 1.79 -5.06
C 3.06 -3.79 3.57
C 0.31 2.50 -4.56
S -1.50 -0.92 -1.56
H 2.25 -3.80 5.54
H -1.60 2.13 0.57
H 3.77 -3.55 1.57
C -0.76 -1.20 -3.21
H 0.91 3.24 -4.02
H -1.56 -0.06 4.23
H -2.89 2.30 -4.86
N 1.80 0.58 -0.30
C -2.08 3.24 2.34
H -2.20 1.97 5.46
C -0.12 -0.26 -0.73
H 0.28 -0.89 -3.15
H 1.22 1.88 2.40
H -0.63 1.63 -6.82
H -1.80 2.97 -6.98
C 2.36 -3.24 4.63
N -1.47 0.87 -4.34
O -2.24 -1.11 -5.07
N 1.37 -0.02 3.20
H -0.84 -2.26 -3.41
H -2.23 4.17 1.80
C -1.73 2.10 1.65
C -2.25 3.20 3.71
C -1.53 0.90 2.32
C -1.25 2.35 -6.27
F 3.58 -5.03 3.69
H -2.53 4.10 4.25
N 1.00 0.12 -1.28
H -1.99 -0.73 1.01
C -2.07 2.01 4.39
H -0.79 -1.11 2.26
H -2.81 0.87 -5.92
C -2.22 1.59 -5.36
H -1.22 2.46 -3.04
C -1.70 0.87 3.70
C -1.13 -0.34 1.57
```

As for the multiplicity: 1. The value obtained for the energy relative to the best compared isomer or geometry (same formula, charge and spin) is 60.8 kJ/mol. The value obtained for the LUMO energy is 0.42 eV. The total charge is 0.

Löwdin atomic charges, in units of e: atom 1 (H): 0.1091, atom 2 (C): -0.5281, atom 3 (C): -0.0130, atom 4 (H): 0.0762, atom 5 (H): 0.1264, atom 6 (H): 0.1332, atom 7 (C): -0.0287, atom 8 (C): -0.3175, atom 9 (C): -0.2704, atom 10 (H): 0.0994, atom 11 (C): -0.0033, atom 12 (O): -0.1302, atom 13 (C): -0.1249, atom 14 (N): 0.0010, atom 15 (C): -0.1088, atom 16 (H): 0.1323, atom 17 (C): -0.2880, atom 18 (C): -0.1798, atom 19 (S): 1.0118, atom 20 (H): 0.1175, atom 21 (H): 0.1179, atom 22 (H): 0.1203, atom 23 (C): -0.3265, atom 24 (H): 0.1294, atom 25 (H): 0.1127, atom 26 (H): 0.1344, atom 27 (N): 0.0744, atom 28 (C): -0.0727, atom 29 (H): 0.1038, atom 30 (C): -0.6259, atom 31 (H): 0.0711, atom 32 (H): 0.1308, atom 33 (H): 0.1318, atom 34 (H): 0.1269, atom 35 (C): -0.0147, atom 36 (N): -0.0603, atom 37 (O): 0.0501, atom 38 (N): 0.0085, atom 39 (H): 0.0862, atom 40 (H): 0.1056, atom 41 (C): -0.0322, atom 42 (C): -0.0862, atom 43 (C): -0.2177, atom 44 (C): -0.1827, atom 45 (F): 0.0446, atom 46 (H): 0.1029, atom 47 (N): -0.0047, atom 48 (H): 0.1049, atom 49 (C): -0.0790, atom 50 (H): 0.1292, atom 51 (H): 0.1238, atom 52 (C): -0.1068, atom 53 (H): 0.1355, atom 54 (C): -0.0549, atom 55 (C): -0.0949

=====

> Among the records above, which one has the highest total charge?

C22H24BrCrN4O4

=====

> The highest multiplicity belongs to which entry?

C22H24BrCrN4O4

=====

> Look up the multiplicity of the third one.

1